Formula: C5H24BNaO5
Source: OMol25
Level of theory: ωB97M-V/def2-TZVPD

Last column: Löwdin charge in e.
Cartesian coordinates (Å):
Na: 2.315 -1.137 1.850  0.65
B: 0.501 -0.576 0.260  -0.39
H: 0.456 -1.726 0.153  0.02
H: 1.603 -0.356 0.065  -0.01
H: -0.143 -0.087 -0.557  0.02
H: 0.161 -0.183 1.277  0.01
C: -0.895 -1.784 -2.977  -0.16
O: 0.452 -1.655 -2.557  -0.14
H: -1.387 -0.809 -3.063  0.08
H: -0.884 -2.258 -3.958  0.08
H: -1.534 -2.376 -2.315  0.07
H: 0.422 -1.168 -1.712  -0.01
C: -2.563 1.270 0.008  -0.16
O: -1.544 1.747 0.879  -0.15
H: -2.596 1.933 -0.861  0.08
H: -2.411 0.247 -0.336  0.06
H: -3.525 1.374 0.510  0.08
H: -0.754 1.194 0.763  -0.01
C: -2.549 -2.263 1.555  -0.16
O: -1.896 -2.655 0.365  -0.15
H: -3.597 -2.552 1.488  0.08
H: -2.099 -2.683 2.459  0.07
H: -2.537 -1.170 1.623  0.07
H: -1.085 -2.138 0.233  -0.01
C: 1.749 1.762 2.815  -0.13
O: 2.953 1.303 2.207  -0.13
H: 1.181 0.951 3.271  0.08
H: 1.936 2.518 3.578  0.09
H: 1.064 2.186 2.078  0.09
H: 3.302 1.966 1.606  0.10
C: 2.585 1.632 -1.986  -0.17
O: 1.370 1.847 -1.307  -0.14
H: 3.438 1.407 -1.330  0.07
H: 2.515 0.746 -2.629  0.08
H: 2.844 2.488 -2.605  0.08
H: 1.153 1.007 -0.850  -0.02

## Properties
E_LUMO, eV: -1.13
HOMO level, eV: -9.4
Multiplicity: 1
ΔE to the lowest compared entry with this formula, charge and spin, kJ/mol: 76.04
Total energy, eV: -20901.6167
Frontier orbital gap, eV: 8.28